C28H77N7O7 | ωB97M-V with the def2-TZVPD basis set

Geometry (Å):
C (4.6310, 1.7198, 1.9019)
C (3.5716, 1.5004, 0.8102)
C (2.9906, 0.1038, 0.7347)
O (3.9094, -0.8710, 0.2166)
C (3.2425, -2.1902, 0.0761)
N (2.4939, 2.4416, 1.0837)
H (5.5278, 1.1627, 1.6308)
H (4.3114, 1.4273, 2.9021)
H (4.9567, 2.7524, 2.0269)
H (4.0336, 1.8274, -0.1213)
H (2.1273, 0.1399, 0.0703)
H (2.5015, -0.2188, 1.6539)
H (2.9290, -2.4638, -0.9313)
H (2.4474, -2.3438, 0.8056)
H (3.9975, -2.9625, 0.2235)
H (2.7577, 3.3438, 0.7141)
H (1.6994, 2.1697, 0.5226)
C (-3.3949, -3.1907, -1.0136)
C (-1.9446, -3.2798, -1.4078)
C (-1.0689, -4.2862, -0.5255)
O (0.2786, -3.8607, -0.7183)
C (1.3164, -4.6501, -0.2183)
N (-1.7514, -3.6096, -2.7968)
H (-3.9544, -2.4901, -1.6335)
H (-3.5864, -3.1009, 0.0557)
H (-3.8928, -4.1143, -1.3087)
H (-1.6209, -2.2485, -1.2667)
H (-1.3524, -5.2997, -0.8091)
H (-1.3940, -4.1911, 0.5105)
H (1.3863, -5.5280, -0.8607)
H (1.0760, -4.9162, 0.8110)
H (2.2794, -4.1396, -0.2076)
H (-0.7511, -3.6157, -2.9361)
H (-2.1329, -2.8587, -3.3544)
C (-0.0626, 3.0172, -0.0118)
C (0.8368, 1.7601, -0.0879)
C (0.1434, 0.4848, -0.6980)
O (0.9043, -0.7244, -0.3945)
C (0.4182, -1.8906, -0.9937)
N (2.0188, 2.1083, -0.9125)
H (-0.9529, 2.8087, 0.5816)
H (-0.4642, 3.2448, -0.9992)
H (0.4670, 3.8118, 0.5137)
H (1.0726, 1.6000, 0.9641)
H (-0.1348, 0.5698, -1.7485)
H (-0.8058, 0.3754, -0.1735)
H (1.0284, -2.7604, -0.7506)
H (0.3576, -1.7952, -2.0778)
H (-0.5964, -2.0155, -0.6152)
H (2.5051, 1.2455, -1.1105)
H (1.5652, 2.3974, -1.7674)
C (1.4033, 3.9461, -1.4826)
C (0.7210, 3.0960, -2.6211)
C (0.6318, 3.7651, -3.9282)
O (-0.0167, 5.0430, -3.7920)
C (0.0812, 5.8885, -4.8989)
N (1.2722, 1.7894, -2.7773)
H (1.2234, 3.3587, -0.5822)
H (1.0267, 4.9414, -1.2469)
H (2.4799, 4.0577, -1.6116)
H (-0.2700, 2.8720, -2.2264)
H (0.1592, 3.2500, -4.7645)
H (1.6521, 3.8836, -4.2929)
H (-0.3684, 5.4668, -5.7979)
H (1.1602, 6.0350, -4.9481)
H (-0.3462, 6.8761, -4.7251)
H (0.7865, 1.3452, -3.5433)
H (2.2202, 1.9432, -3.0899)
C (-3.1461, 0.4482, 2.0718)
C (-1.6915, 0.4316, 2.6309)
C (-0.8797, -0.6144, 1.8640)
O (-1.5030, -1.8911, 1.9917)
C (-1.3181, -2.8389, 0.9158)
N (-1.1125, 1.6863, 2.4273)
H (-3.7132, 1.3644, 2.2362)
H (-3.6673, -0.4974, 2.2213)
H (-3.0373, 0.4500, 0.9872)
H (-1.7111, 0.1779, 3.6908)
H (0.1762, -0.7810, 2.0770)
H (-0.8731, -0.3991, 0.7954)
H (-1.7408, -2.4023, 0.0109)
H (-1.8169, -3.7203, 1.3188)
H (-0.2669, -3.0801, 0.7581)
H (-1.4249, 2.3431, 3.1281)
H (-0.1320, 1.6059, 2.6563)
C (-1.6410, -1.1074, -4.1165)
C (-2.9554, -1.6469, -3.5568)
C (-3.5000, -0.9420, -2.2997)
O (-2.6134, -1.0071, -1.2636)
C (-2.9175, -0.1230, -0.2322)
N (-4.0006, -1.6973, -4.5766)
H (-0.8052, -1.1494, -3.4180)
H (-1.7672, -0.0713, -4.4304)
H (-1.3947, -1.6995, -4.9979)
H (-2.6347, -2.6088, -3.1571)
H (-4.4945, -1.3362, -2.0906)
H (-3.6591, 0.0706, -2.6704)
H (-2.0518, -0.0910, 0.4293)
H (-3.8193, -0.4590, 0.2797)
H (-3.0671, 0.8904, -0.6047)
H (-4.7335, -2.2577, -4.1657)
H (-3.6270, -2.3165, -5.2816)
C (-0.5807, -0.7085, 5.8794)
C (0.8997, -0.8536, 5.6804)
C (1.5685, 0.2650, 4.8163)
O (1.0696, 0.3539, 3.4714)
C (1.5815, 1.4381, 2.7505)
N (1.5026, -0.8542, 7.0106)
H (-1.0261, -0.8086, 4.8896)
H (-0.8624, 0.2711, 6.2655)
H (-0.9359, -1.4967, 6.5431)
H (1.1135, -1.8075, 5.1982)
H (2.6290, 0.0139, 4.8366)
H (1.4679, 1.2687, 5.2292)
H (0.9798, 1.6049, 1.8571)
H (2.6077, 1.2098, 2.4624)
H (1.6701, 2.3438, 3.3506)
H (2.4695, -1.0170, 6.7682)
H (1.6485, 0.0921, 7.3320)

Atomic forces in eV per Å
0.83 -0.48 -0.09
1.46 1.41 1.53
0.13 -0.23 -0.78
-1.12 -1.48 0.04
1.96 1.00 0.17
6.53 5.31 4.58
0.12 -0.24 0.22
0.02 -0.29 -0.03
-0.29 0.23 -0.45
0.28 -0.66 -0.21
1.74 -0.13 0.73
0.81 -0.63 0.17
-0.35 1.06 -0.14
-0.01 0.35 -0.06
0.44 0.16 0.63
0.53 0.05 0.08
6.68 3.51 3.73
-1.54 -3.09 -0.52
0.62 -2.24 -0.24
-1.44 -1.88 -3.84
-2.48 -7.97 -0.89
-0.40 -1.72 0.25
3.71 -5.76 1.25
0.33 -1.53 1.41
-0.01 0.46 -0.19
0.04 -0.69 0.20
-0.08 -2.04 -1.34
0.69 -0.38 -0.82
1.36 -3.41 -3.35
0.29 -0.36 0.31
0.18 -0.38 0.18
-0.45 0.09 -0.28
0.34 -0.42 -0.18
13.75 -7.29 -5.42
-4.13 -1.45 2.29
-7.59 -4.41 -7.34
-0.67 0.04 1.03
-1.18 2.05 -1.54
1.07 4.22 -0.43
1.92 -4.89 0.17
0.19 -0.55 0.23
-0.28 0.77 1.77
-1.00 0.10 0.48
-2.77 -2.88 -3.31
0.46 -0.19 0.05
0.79 1.04 -1.23
0.97 4.53 -0.34
0.19 0.08 -0.38
2.69 0.79 -0.49
-0.29 -0.39 -0.20
3.20 -1.89 5.21
0.52 3.75 -1.81
-3.17 3.23 -1.41
-0.13 2.47 -1.51
-0.78 -0.92 1.10
1.18 -0.05 0.19
-0.95 -2.96 -8.56
2.04 4.05 -2.35
-0.83 0.34 -1.07
-0.04 0.17 -0.43
-0.16 0.23 -1.20
-0.50 -0.65 0.30
0.53 0.43 -0.06
0.17 -0.11 -0.22
0.21 0.36 -1.17
-0.32 -0.28 0.42
-0.33 -0.15 -0.88
0.53 -0.63 -0.55
0.56 0.83 0.71
-1.73 -1.73 0.41
-0.05 -1.96 -0.44
-0.50 0.29 0.74
-0.46 4.66 6.42
0.57 1.90 0.20
-0.07 -0.14 1.05
-0.22 0.27 0.62
-0.75 2.49 4.78
-0.12 -0.26 -0.13
-0.27 0.66 0.48
0.59 -0.52 1.77
-0.45 -0.48 2.65
-1.44 2.17 2.44
-0.27 0.84 1.48
-0.55 0.25 -0.01
-1.33 0.20 0.13
-0.56 0.93 -0.21
-1.50 3.01 0.32
0.02 2.20 -3.46
-0.22 2.97 -0.79
-0.14 -1.33 -3.19
0.42 -0.21 0.32
-0.26 -0.08 0.02
0.02 0.08 -0.13
0.19 -0.01 -0.11
-15.86 8.43 3.88
-0.31 0.62 0.05
-0.03 0.69 0.47
-1.09 -0.99 -1.65
-0.17 -0.64 -0.92
-0.16 0.26 -0.25
-0.58 -0.01 -0.01
-0.05 0.00 -0.62
-0.33 -0.15 -1.04
-0.34 1.45 -0.06
-0.59 -0.44 -0.62
-0.31 -1.28 2.23
2.70 -0.54 2.03
1.51 -0.24 -0.47
-0.34 -0.21 0.34
0.10 0.05 0.18
-0.08 0.11 -0.04
0.01 -0.09 0.05
0.41 0.12 -0.35
-0.18 0.06 0.62
-0.12 -0.78 4.45
-1.30 -0.02 1.32
-0.46 0.25 0.09
0.73 -0.85 0.52
-0.86 0.63 0.27

As for the spin multiplicity: 1. As for the HOMO-LUMO gap: 6.658 eV. The value obtained for the energy above the lowest of the compared OMol25 structures with the same formula, charge and spin is 1071.58 kcal/mol. The value obtained for the calculated total energy is -2021.16376 a.u. The HOMO energy is -6.2 eV.



C28H77N7O7 | ωB97M-V with the def2-TZVPD basis set

Geometry (Å):
C (3.3215, -0.9621, -2.5897)
C (3.7746, -1.9840, -1.5515)
C (3.3964, -3.3974, -1.9652)
O (1.9699, -3.4774, -2.0315)
C (1.5126, -4.6554, -2.6466)
N (5.2259, -1.9694, -1.3451)
H (3.8559, -1.1017, -3.5356)
H (3.4561, 0.0725, -2.2706)
H (2.2611, -1.0691, -2.8471)
H (3.2588, -1.7822, -0.6084)
H (3.7540, -4.0687, -1.1819)
H (3.7438, -3.5933, -2.9869)
H (1.8978, -4.7345, -3.6713)
H (0.4252, -4.5919, -2.6865)
H (1.8011, -5.5541, -2.0913)
H (5.7044, -2.1689, -2.2172)
H (5.5181, -1.0348, -1.0833)
C (2.9298, 2.7237, -0.9265)
C (1.9000, 3.4984, -1.7394)
C (0.5671, 3.4470, -1.0331)
O (-0.4258, 4.0235, -1.8601)
C (-1.6556, 4.1481, -1.1999)
N (2.3817, 4.8716, -1.9560)
H (3.9291, 2.8192, -1.3452)
H (2.5988, 1.6895, -0.8070)
H (3.0032, 3.1251, 0.0928)
H (1.7674, 3.0160, -2.7116)
H (0.6375, 3.9702, -0.0668)
H (0.2637, 2.4134, -0.8222)
H (-1.9909, 3.2185, -0.7270)
H (-2.3763, 4.5114, -1.9309)
H (-1.6054, 4.9151, -0.4082)
H (2.2871, 5.3852, -1.0811)
H (1.7232, 5.3490, -2.5663)
C (-1.7350, -0.0088, -1.5229)
C (-0.4660, -0.7203, -1.0854)
C (-0.1426, -0.5129, 0.3987)
O (-0.5236, 0.7745, 0.8058)
C (-0.4776, 0.9638, 2.1874)
N (-0.4538, -2.1286, -1.4787)
H (-1.6061, 1.0690, -1.5294)
H (-2.5934, -0.2991, -0.9064)
H (-2.0378, -0.3188, -2.5272)
H (0.3752, -0.1811, -1.5739)
H (0.9141, -0.7349, 0.6098)
H (-0.6926, -1.2764, 0.9821)
H (-1.0833, 1.8354, 2.4282)
H (0.5122, 1.0783, 2.6434)
H (-0.9355, 0.1235, 2.7340)
H (-0.8986, -2.1868, -2.3892)
H (0.5096, -2.4365, -1.6318)
C (2.5176, 1.3437, 4.6922)
C (2.5032, 1.2494, 6.2056)
C (3.4930, 0.2053, 6.6678)
O (3.4766, 0.0868, 8.0681)
C (4.3824, -0.8735, 8.5250)
N (2.6744, 2.5860, 6.7853)
H (2.2891, 0.4042, 4.1866)
H (3.4876, 1.6898, 4.3235)
H (1.7469, 2.0533, 4.3876)
H (1.4942, 0.9116, 6.4657)
H (4.5046, 0.3899, 6.2638)
H (3.2263, -0.7624, 6.2047)
H (4.2641, -1.8382, 8.0136)
H (4.2564, -0.9904, 9.5979)
H (5.4269, -0.5789, 8.3348)
H (2.8280, 2.4556, 7.7846)
H (3.5805, 2.9382, 6.4726)
C (-4.0274, -3.2775, -1.2801)
C (-3.3700, -4.0855, -0.1712)
C (-2.5357, -5.2304, -0.7092)
O (-3.3726, -6.1370, -1.3889)
C (-2.6654, -7.2338, -1.8788)
N (-2.4582, -3.2380, 0.6149)
H (-3.2786, -2.9146, -1.9892)
H (-4.5814, -2.4274, -0.8736)
H (-4.7707, -3.8343, -1.8637)
H (-4.1390, -4.5056, 0.4845)
H (-1.9419, -5.6774, 0.0950)
H (-1.8284, -4.8036, -1.4447)
H (-3.3423, -7.8955, -2.4187)
H (-2.2032, -7.8071, -1.0628)
H (-1.8647, -6.9581, -2.5826)
H (-2.9463, -2.3778, 0.8519)
H (-1.7386, -2.9233, -0.0460)
C (-2.7842, -4.6374, -4.2069)
C (-3.3894, -3.3777, -4.8129)
C (-2.3512, -2.4959, -5.4382)
O (-1.4911, -1.9974, -4.4452)
C (-0.6984, -0.9310, -4.8980)
N (-4.4055, -3.6893, -5.8442)
H (-2.0660, -5.0724, -4.9138)
H (-3.5235, -5.3912, -3.9482)
H (-2.1709, -4.3965, -3.3319)
H (-3.9293, -2.8076, -4.0522)
H (-2.8439, -1.6403, -5.9253)
H (-1.8058, -3.0286, -6.2337)
H (-0.2215, -1.1544, -5.8580)
H (0.0318, -0.6799, -4.1306)
H (-1.3082, -0.0261, -5.0491)
H (-4.9897, -4.4388, -5.4811)
H (-3.9330, -4.1692, -6.6130)
C (-0.1042, 4.5191, 2.6417)
C (-0.3841, 5.9979, 2.4561)
C (-1.8133, 6.3143, 2.8604)
O (-2.1132, 7.6225, 2.4910)
C (-3.4611, 7.9639, 2.7647)
N (0.6121, 6.7972, 3.2031)
H (-0.3941, 4.1505, 3.6292)
H (0.9485, 4.2926, 2.4744)
H (-0.6786, 3.9761, 1.8875)
H (-0.2972, 6.2295, 1.3900)
H (-1.9323, 6.1878, 3.9513)
H (-2.4648, 5.5500, 2.4008)
H (-3.6068, 9.0169, 2.5531)
H (-3.6690, 7.7441, 3.8201)
H (-4.1380, 7.3501, 2.1604)
H (0.2394, 7.7419, 3.2772)
H (0.5725, 6.4428, 4.1586)

Atomic forces in eV per Å
-0.52 0.04 -0.44
0.07 0.18 -0.58
-1.02 0.53 0.09
0.53 -0.02 0.14
-0.12 -0.06 -0.16
-0.11 0.09 0.31
0.16 -0.01 0.12
0.19 -0.07 0.11
0.04 -0.08 0.21
0.21 0.01 0.11
0.28 -0.35 -0.42
0.57 -0.32 0.25
-0.01 -0.03 0.03
0.00 -0.06 0.02
0.02 0.04 0.05
-0.07 -0.04 -0.05
0.03 -0.03 0.08
-0.25 0.16 0.49
0.33 0.20 0.21
-0.39 -0.38 -0.04
0.18 0.09 -0.04
-0.15 0.64 0.25
-0.40 0.04 -0.09
-0.06 -0.26 -0.24
0.28 -0.09 -0.15
-0.11 0.11 -0.09
0.12 0.11 -0.08
-0.03 0.10 -0.07
0.19 0.00 0.14
0.01 -0.11 -0.19
-0.10 -0.24 0.00
0.09 -0.11 -0.02
0.24 -0.11 0.07
0.07 -0.10 -0.12
-0.60 -0.55 -0.03
1.16 1.15 -0.43
-0.68 -1.40 0.34
0.33 0.18 -0.24
-0.56 -0.28 1.00
0.11 0.23 0.10
-0.10 0.04 0.18
0.13 0.24 0.22
0.32 0.02 -0.08
-0.27 -0.11 -0.27
0.09 0.28 -0.14
-0.06 0.26 -0.04
0.15 0.12 -0.08
0.21 0.13 -0.52
-0.04 -0.05 -0.25
-0.09 -0.09 -0.05
-0.35 0.01 0.29
-0.06 0.26 -0.29
-0.46 -0.03 -0.28
0.06 -0.67 -0.49
-0.10 0.27 -0.12
0.73 -0.25 -0.05
0.68 -0.33 0.25
0.08 -0.14 0.22
-0.04 0.07 -0.01
0.15 0.12 -0.05
0.11 -0.04 0.30
0.02 0.40 0.35
-0.17 0.06 0.17
-0.28 0.00 0.14
-0.12 -0.05 0.00
-0.13 0.16 0.04
-0.28 0.08 0.00
-0.17 0.12 -0.16
-0.56 -0.15 -0.46
0.04 0.29 0.24
0.09 0.62 -0.57
-0.17 -0.08 0.21
0.39 -0.58 -0.12
-0.03 0.02 -0.21
0.02 0.12 0.21
0.21 0.08 0.11
0.19 -0.22 0.12
0.03 0.04 0.04
-0.20 -0.26 0.03
0.12 -0.10 0.30
-0.16 0.10 0.10
-0.02 0.03 -0.04
-0.05 0.21 0.10
-0.09 -0.12 0.18
0.09 -0.12 0.19
0.92 0.26 -0.07
-0.88 -0.68 -0.10
-0.31 0.86 -0.43
0.39 -0.37 0.30
-0.25 0.64 -0.19
0.40 -0.47 -0.21
-0.23 -0.09 -0.15
-0.08 0.11 0.15
-0.31 -0.05 -0.02
0.21 0.02 0.05
-0.11 -0.16 0.00
0.15 -0.08 0.18
0.21 -0.12 0.14
0.15 -0.23 -0.04
-0.04 -0.14 -0.03
-0.21 0.26 0.15
0.02 0.27 -0.06
-0.17 -0.11 -0.39
0.36 0.19 0.36
0.22 -0.82 0.23
-0.35 0.47 -0.33
0.29 -0.59 0.27
-0.66 -0.17 0.03
0.03 0.09 0.05
0.04 0.06 0.07
0.02 -0.16 0.15
0.11 0.14 0.03
0.08 0.02 -0.03
-0.22 0.38 -0.18
0.03 0.06 -0.02
-0.16 0.23 -0.03
-0.05 0.11 -0.07
0.19 0.05 -0.14
0.27 0.06 -0.01

Its SMILES is COC[C@H](C)N.COC[C@H](C)N.COC[C@H](C)N.COC[C@H](C)N.COC[C@H](C)N.COC[C@H](C)N.COC[C@H](C)N. As for the spin multiplicity: 1. As for the HOMO-LUMO gap: 9.418 eV. The value obtained for the energy above the lowest of the compared OMol25 structures with the same formula, charge and spin is 6.63 kcal/mol. The value obtained for the calculated total energy is -2022.86087 a.u. The HOMO energy is -8.8 eV.



Among the records above, which one has the highest HOMO energy?
number 1



Among the records above, which one has the lowest calculated total energy?
number 2